Record 1
Here is a molecular structure, C37H41I2N6OV from the OMol25 dataset. Energies are from ωB97M-V/def2-TZVPD.

Atoms and positions in Å:
V: -0.04853 1.35993 -0.01715
I: -3.21546 3.52156 -3.79330
C: -3.38271 5.20617 -2.53709
I: -1.85107 5.39195 -1.08326
H: -4.32831 5.15246 -2.01371
H: -3.33032 6.08505 -3.16633
C: 1.90145 -4.92043 -1.06022
C: 0.83140 -5.13765 -0.02724
C: 0.40313 -6.41578 0.31336
C: -0.58751 -6.62262 1.26113
C: -1.16026 -5.53962 1.91022
C: -0.74100 -4.25292 1.60442
C: 0.23151 -4.06478 0.63229
N: 0.69964 -2.75041 0.30357
C: -0.03195 -1.63259 0.19965
N: -1.35074 -1.73039 0.08164
C: -2.32358 -0.69110 -0.01152
C: -1.94659 0.64579 -0.04272
C: -2.99137 1.57326 -0.17609
C: -4.31577 1.18561 -0.27451
C: -4.63596 -0.16683 -0.24393
C: -3.65305 -1.13319 -0.11289
C: -4.00694 -2.59632 -0.09274
N: 0.57968 -0.43195 0.17404
C: 1.99804 -0.38326 0.45261
C: 2.84959 -0.07536 -0.60199
C: 4.21207 0.07051 -0.37339
C: 4.70805 -0.11970 0.90799
C: 3.84894 -0.44965 1.94984
C: 2.47849 -0.58459 1.75387
C: 1.57536 -0.94761 2.90040
H: 2.16780 -5.85962 -1.53961
H: 2.82072 -4.52034 -0.62104
H: 1.57771 -4.22618 -1.83828
H: 0.85379 -7.26356 -0.18718
H: -0.90465 -7.62872 1.49758
H: -1.91936 -5.69156 2.66515
H: -1.15548 -3.41074 2.14541
H: 1.69399 -2.63251 0.17857
H: -1.70081 -2.67740 0.04667
H: -2.77127 2.63726 -0.20788
H: -5.09989 1.92315 -0.38323
H: -5.66864 -0.48174 -0.32808
H: -5.07564 -2.73747 -0.23582
H: -3.74520 -3.07086 0.85707
H: -3.50629 -3.15279 -0.89121
H: 2.43278 0.03508 -1.59669
H: 4.87691 0.31146 -1.19164
H: 5.76875 -0.02307 1.09690
H: 4.25371 -0.60373 2.94333
H: 1.91757 -0.48611 3.82671
H: 1.56978 -2.02782 3.06495
H: 0.54301 -0.64048 2.73072
C: 2.03661 5.40386 -0.78919
C: 1.80101 4.15003 -0.00728
O: 1.07109 3.23857 -0.45724
N: 2.41901 4.00854 1.16113
C: 2.32256 2.75499 1.88922
C: 1.02328 2.64253 2.64807
C: 0.95235 3.10942 3.94587
C: -0.23873 3.02193 4.64985
C: -1.33288 2.45586 4.02440
C: -1.19971 2.01115 2.72455
N: -0.05130 2.10351 2.02609
H: 1.28123 5.50123 -1.56208
H: 3.02165 5.34394 -1.25647
H: 2.02503 6.28506 -0.14780
H: 2.96302 4.77572 1.52289
H: 3.16266 2.67735 2.57619
H: 2.43574 1.94419 1.17240
H: 1.83700 3.52923 4.40619
H: -0.30397 3.37984 5.66858
H: -2.28480 2.35284 4.52506
H: -2.02980 1.56260 2.19782
N: -0.23059 1.77757 -2.12242
C: -0.19038 0.66716 -3.06558
C: -1.28995 -0.16551 -3.19496
C: -1.22159 -1.23126 -4.08301
C: -0.06976 -1.46131 -4.82406
C: 1.01615 -0.60753 -4.69347
C: 0.95656 0.46719 -3.81539
H: -1.11607 2.27909 -2.24794
H: 0.48844 2.45702 -2.35343
H: -2.19083 0.02534 -2.62618
H: -2.08100 -1.87782 -4.20350
H: -0.02647 -2.29052 -5.51643
H: 1.90661 -0.76308 -5.28761
H: 1.79230 1.15348 -3.73364

## Properties
Largest force on an atom in eV Å⁻¹: 0.9
Frontier orbital gap (alpha / beta) in eV: 7.396 / 7.877
Charge: +2
Energy in eV: -91902.724
Energy above the lowest of the compared OMol25 structures with the same formula, charge and spin in eV: 0.1648
HOMO (alpha / beta) in eV: -13.06 / -13.14
Spin multiplicity: 3



Record 2
Here is a molecular structure, C37H41N5O7SSiV from the OMol25 dataset. Energies are from ωB97M-V/def2-TZVPD.

Atoms and positions in Å:
V: -0.42578 0.91023 -0.00744
C: -0.52541 2.48877 -1.11964
Si: -2.38332 2.93850 -0.92506
C: -2.47388 2.81566 0.97921
N: -1.47797 1.81096 1.49676
C: -0.59421 2.38926 2.56504
C: -1.34670 2.62603 3.86523
C: -1.97123 1.33076 4.37149
C: -2.87251 0.71734 3.30643
C: -2.11758 0.54935 1.99080
C: -2.71013 4.63585 -1.55094
C: -3.81471 4.86622 -2.37565
C: -4.09692 6.14774 -2.82593
C: -3.27834 7.20554 -2.45911
C: -2.17542 6.99009 -1.64151
C: -1.89278 5.71257 -1.19008
C: -3.39106 1.59161 -1.71152
C: -3.15574 1.27626 -3.05726
C: -3.87970 0.27988 -3.69098
C: -4.84914 -0.42619 -2.98814
C: -5.10725 -0.12144 -1.65909
C: -4.38646 0.88394 -1.02992
H: 0.08742 3.27678 -0.66362
H: -0.20300 2.30800 -2.14688
H: -3.46408 2.60180 1.37986
H: -2.19295 3.79600 1.36982
H: -0.15870 3.30612 2.16677
H: 0.21122 1.67724 2.74585
H: -2.11056 3.39473 3.72148
H: -0.63656 3.01970 4.59299
H: -2.54396 1.51801 5.27865
H: -1.17861 0.62590 4.63801
H: -3.75521 1.34012 3.14180
H: -3.23601 -0.26419 3.61242
H: -2.77150 0.16768 1.20052
H: -1.30184 -0.17668 2.15478
H: -4.45785 4.04468 -2.66875
H: -4.95425 6.31987 -3.46216
H: -3.49829 8.20412 -2.81180
H: -1.53871 7.81802 -1.36082
H: -1.02518 5.56199 -0.55537
H: -2.40823 1.82466 -3.62189
H: -3.69702 0.05753 -4.73388
H: -5.41644 -1.20281 -3.48345
H: -5.87984 -0.65376 -1.12048
H: -4.63073 1.13404 -0.00287
C: 2.26035 -3.56524 -4.21955
C: 2.39691 -2.10534 -3.80153
C: 1.15404 -1.54869 -3.12892
N: 0.92673 -2.25887 -1.85115
C: -0.00560 -1.99340 -0.98351
S: -1.24129 -0.79723 -1.38309
N: -0.09051 -2.60903 0.21854
C: 0.96676 -3.22486 1.00456
O: 1.06793 -2.83931 2.13642
C: 1.81983 -4.23082 0.35364
C: 3.14049 -4.35964 0.78568
C: 3.95268 -5.33212 0.23153
C: 3.43669 -6.20072 -0.72372
C: 2.11177 -6.09788 -1.13243
C: 1.30114 -5.10723 -0.60412
H: 3.15746 -3.90023 -4.73681
H: 1.41469 -3.70219 -4.89506
H: 2.11806 -4.23177 -3.36536
H: 2.58988 -1.48522 -4.67746
H: 3.25235 -1.96411 -3.13471
H: 0.27207 -1.68073 -3.75713
H: 1.27555 -0.48991 -2.90415
H: 1.60265 -2.98094 -1.61459
H: -0.85176 -2.28439 0.80076
H: 3.51604 -3.69873 1.55439
H: 4.98182 -5.42268 0.55107
H: 4.06861 -6.97125 -1.14450
H: 1.71044 -6.79614 -1.85406
H: 0.26190 -5.03730 -0.90401
O: 2.95895 -0.10301 -1.10615
C: 2.52346 0.08300 -0.01335
O: 1.27564 0.64117 0.15176
C: 3.17944 -0.31900 1.25463
C: 4.36100 -1.05176 1.19100
C: 4.92128 -1.49266 2.37298
C: 4.37608 -1.22250 3.61600
C: 3.20418 -0.49386 3.63246
C: 2.59678 -0.04912 2.48098
N: 2.53764 -0.19990 4.91847
O: 1.50833 0.45203 4.86246
O: 3.05969 -0.60470 5.92143
N: 6.13428 -2.34090 2.30369
O: 6.42971 -2.77105 1.20972
O: 6.71448 -2.55289 3.33784
H: 4.82686 -1.28788 0.24442
H: 4.83933 -1.57996 4.52530
H: 1.67229 0.49045 2.56202

## Properties
Largest force on an atom in eV Å⁻¹: 0.5
Frontier orbital gap (alpha / beta) in eV: 6.565 / 7.179
Charge: +2
Energy in eV: -105200.625
Energy above the lowest of the compared OMol25 structures with the same formula, charge and spin in eV: 0.0000
HOMO (alpha / beta) in eV: -13.97 / -13.97
Spin multiplicity: 2



Record 3
Here is a molecular structure, C37H41N8O7ReS4 in a non-equilibrium geometry from the OMol25 dataset. Energies are from ωB97M-V/def2-TZVPD.

Atoms and positions in Å:
Re: 1.33853 -0.24324 0.48580
C: -1.87148 3.20313 4.70277
C: -0.60604 2.47424 4.45863
N: 0.15235 1.91001 5.35476
N: 1.17507 1.39002 4.63624
C: 1.08624 1.61612 3.32779
S: 2.34085 1.20938 2.20708
N: -0.05911 2.30513 3.20888
N: -0.55057 2.90756 2.04408
H: -2.00446 3.32032 5.77446
H: -2.71802 2.64439 4.29453
H: -1.84009 4.18507 4.22891
H: 1.91684 0.88042 5.08883
H: -0.21044 2.35042 1.25732
H: -1.56398 2.79122 2.05621
C: -3.08520 4.63248 -1.67986
O: -3.19611 3.53188 -2.58073
C: -2.52060 2.41254 -2.28850
C: -2.94391 1.24994 -2.96496
C: -2.37837 0.06008 -2.62758
C: -1.34266 -0.04358 -1.66482
C: -0.90478 -1.33569 -1.24879
C: -1.67581 -2.57101 -1.58790
O: 0.13747 -1.51994 -0.56954
C: -0.85994 1.14276 -1.07141
O: 0.12627 1.20312 -0.18337
C: -1.47488 2.36107 -1.38983
H: -3.91603 5.29162 -1.90864
H: -2.14649 5.16875 -1.83551
H: -3.15787 4.29196 -0.64626
H: -3.73789 1.32607 -3.69465
H: -2.73016 -0.83938 -3.11416
H: -1.69897 -2.73240 -2.66725
H: -2.70393 -2.48042 -1.23152
H: -1.20311 -3.42565 -1.11228
H: -1.15025 3.24323 -0.85541
C: 1.60372 3.47566 -1.82697
N: 2.87521 3.74810 -1.09358
C: 3.74361 4.67700 -1.87020
C: 3.61681 2.47195 -0.65813
C: 3.40558 1.30780 -1.57397
C: 4.17216 1.30484 -2.74314
C: 4.03574 0.31955 -3.70440
C: 3.11123 -0.68717 -3.47888
C: 2.38332 -0.70416 -2.29629
C: 2.50102 0.26791 -1.28264
H: 1.08735 4.42338 -1.96309
H: 1.01217 2.78264 -1.24033
H: 1.84727 3.02808 -2.78665
H: 2.61730 4.21601 -0.22658
H: 4.04552 4.17455 -2.78454
H: 4.61433 4.93313 -1.27324
H: 3.17671 5.57288 -2.11237
H: 3.25381 2.26996 0.34531
H: 4.66670 2.75553 -0.60663
H: 4.91639 2.08164 -2.88977
H: 4.64473 0.33211 -4.59886
H: 2.97547 -1.48057 -4.20410
H: 1.70041 -1.52837 -2.15829
N: -7.07169 -3.58889 0.55234
C: -6.20115 -2.58618 0.90473
C: -5.74117 -2.47354 2.22127
C: -4.84155 -1.48638 2.57115
C: -4.38275 -0.59499 1.60762
C: -4.83734 -0.68920 0.29491
C: -5.73884 -1.67386 -0.05424
S: -3.17559 0.59867 2.01605
O: -3.36918 1.72625 1.13358
O: -3.26918 0.84092 3.44203
N: -1.75432 -0.03488 1.63435
C: -1.02569 -0.66459 2.53791
S: -1.46284 -1.03223 4.19979
C: 0.09241 -1.73664 4.46750
C: 0.84752 -1.63372 3.37058
N: 0.23990 -1.03907 2.26657
H: -7.54826 -4.09855 1.27359
H: -7.53211 -3.54617 -0.33819
H: -6.10610 -3.16389 2.97279
H: -4.50310 -1.39140 3.59457
H: -4.49840 0.03315 -0.43582
H: -6.10733 -1.73872 -1.07228
H: 0.36173 -2.17114 5.41634
H: 1.85754 -1.99539 3.27133
O: 5.47156 -7.07535 -2.27746
C: 4.35280 -6.36467 -2.52732
O: 3.63226 -6.67233 -3.43206
C: 4.06213 -5.20024 -1.62351
C: 5.03701 -4.54764 -0.87870
C: 4.70456 -3.45400 -0.09715
C: 3.38809 -3.00040 -0.04935
S: 3.10706 -1.61741 1.00908
C: 2.40499 -3.66847 -0.77919
C: 2.74635 -4.75206 -1.56836
H: 5.91129 -6.75645 -1.48056
H: 6.07660 -4.85335 -0.91965
H: 5.46861 -2.93748 0.47011
H: 1.37434 -3.34511 -0.71137
H: 2.00078 -5.26869 -2.15899

## Properties
Largest force on an atom in eV Å⁻¹: 1.0
Frontier orbital gap (alpha / beta) in eV: 5.852 / 6.372
Charge: +1
Energy in eV: -110753.868
Energy above the lowest of the compared OMol25 structures with the same formula, charge and spin in eV: 0.0000
HOMO (alpha / beta) in eV: -9.77 / -9.77
Spin multiplicity: 2